{"formula": "C36H76N4O4", "method": "the ωB97M-V functional and the def2-TZVPD basis", "relative_energy_kcal_mol": 95.5, "smiles": "CC1(C)CCCC(C)(C)N1O.CC1(C)CCCC(C)(C)N1O.CC1(C)CCCC(C)(C)N1O.CC1(C)CCCC(C)(C)N1O", "homo_energy_ev": -7.661, "symbols": ["C", "C", "C", "C", "C", "C", "C", "C", "C", "N", "O", "H", "H", "H", "H", "H", "H", "H", "H", "H", "H", "H", "H", "H", "H", "H", "H", "H", "H", "H", "C", "C", "C", "C", "C", "C", "C", "C", "C", "N", "O", "H", "H", "H", "H", "H", "H", "H", "H", "H", "H", "H", "H", "H", "H", "H", "H", "H", "H", "H", "C", "C", "C", "C", "C", "C", "C", "C", "C", "N", "O", "H", "H", "H", "H", "H", "H", "H", "H", "H", "H", "H", "H", "H", "H", "H", "H", "H", "H", "H", "C", "C", "C", "C", "C", "C", "C", "C", "C", "N", "O", "H", "H", "H", "H", "H", "H", "H", "H", "H", "H", "H", "H", "H", "H", "H", "H", "H", "H", "H"], "positions_angstrom": [[-10.205, 19.553, -33.922], [-9.698, 18.610, -32.746], [-8.171, 18.697, -32.703], [-10.285, 19.170, -31.444], [-10.335, 18.228, -30.198], [-10.977, 16.844, -30.600], [-10.365, 16.253, -31.893], [-9.032, 15.572, -31.523], [-11.278, 15.123, -32.289], [-10.349, 17.295, -32.977], [-9.801, 16.801, -34.187], [-11.117, 19.235, -34.428], [-10.175, 20.619, -33.696], [-9.478, 19.502, -34.732], [-7.814, 18.476, -31.697], [-7.618, 18.055, -33.389], [-7.807, 19.710, -32.873], [-9.832, 20.103, -31.109], [-11.306, 19.496, -31.643], [-9.324, 18.284, -29.795], [-10.876, 18.712, -29.384], [-12.067, 16.861, -30.575], [-10.561, 16.204, -29.822], [-8.292, 16.197, -31.022], [-8.540, 15.171, -32.409], [-9.185, 14.760, -30.812], [-11.328, 14.323, -31.551], [-10.803, 14.564, -33.096], [-12.220, 15.497, -32.690], [-9.004, 16.362, -33.882], [-7.699, 16.937, -24.024], [-8.316, 16.083, -22.876], [-8.997, 14.795, -23.309], [-7.275, 15.552, -21.918], [-6.845, 16.615, -20.905], [-8.084, 17.308, -20.227], [-9.066, 17.969, -21.232], [-10.394, 18.262, -20.433], [-8.527, 19.345, -21.741], [-9.349, 16.975, -22.218], [-10.392, 17.283, -23.007], [-8.437, 17.621, -24.442], [-6.768, 17.438, -23.763], [-7.271, 16.262, -24.766], [-8.444, 14.084, -23.922], [-9.310, 14.239, -22.425], [-9.950, 14.902, -23.828], [-7.588, 14.733, -21.271], [-6.467, 15.064, -22.464], [-6.348, 16.125, -20.068], [-6.089, 17.320, -21.250], [-7.849, 18.100, -19.516], [-8.643, 16.523, -19.716], [-10.643, 17.493, -19.702], [-11.255, 18.340, -21.096], [-10.409, 19.181, -19.847], [-7.477, 19.358, -22.032], [-8.628, 20.110, -20.971], [-9.183, 19.790, -22.490], [-10.132, 17.190, -23.927], [-15.810, 21.506, -26.073], [-15.302, 20.092, -25.875], [-15.938, 19.440, -24.590], [-15.756, 19.328, -27.133], [-15.029, 17.984, -27.294], [-13.469, 18.036, -27.122], [-12.969, 18.779, -25.931], [-12.883, 17.814, -24.705], [-11.418, 18.987, -26.161], [-13.781, 20.057, -25.829], [-13.248, 20.846, -24.859], [-15.624, 21.959, -25.099], [-15.360, 22.144, -26.834], [-16.896, 21.593, -26.125], [-15.864, 18.353, -24.535], [-15.422, 19.839, -23.717], [-16.927, 19.854, -24.390], [-16.828, 19.224, -27.303], [-15.609, 19.943, -28.020], [-15.378, 17.260, -26.559], [-15.173, 17.626, -28.314], [-13.047, 18.360, -28.073], [-13.090, 17.019, -27.028], [-13.821, 17.428, -24.308], [-12.642, 18.318, -23.769], [-12.093, 17.065, -24.759], [-10.773, 18.991, -25.283], [-11.337, 19.770, -26.915], [-11.101, 18.090, -26.694], [-13.090, 21.652, -25.357], [-15.528, 16.676, -19.532], [-14.807, 16.932, -20.926], [-14.425, 18.414, -21.121], [-13.426, 16.189, -20.894], [-13.555, 14.659, -21.020], [-14.249, 14.334, -22.344], [-15.669, 15.044, -22.495], [-16.073, 15.097, -24.089], [-16.735, 14.335, -21.683], [-15.579, 16.460, -22.086], [-16.858, 16.997, -22.164], [-16.552, 17.040, -19.613], [-15.499, 15.702, -19.044], [-15.142, 17.330, -18.750], [-15.317, 19.016, -21.290], [-13.835, 18.845, -20.312], [-13.837, 18.725, -21.984], [-12.753, 16.436, -21.715], [-12.899, 16.481, -19.986], [-12.654, 14.090, -20.789], [-14.185, 14.140, -20.298], [-14.211, 13.316, -22.733], [-13.646, 14.915, -23.043], [-15.243, 14.845, -24.749], [-16.380, 16.080, -24.447], [-16.807, 14.306, -24.244], [-16.862, 14.765, -20.690], [-16.574, 13.281, -21.459], [-17.705, 14.608, -22.100], [-16.957, 17.113, -23.112]]}



{"formula": "C39H98N6O13", "method": "the ωB97M-V functional and the def2-TZVPD basis", "relative_energy_kcal_mol": 157.1, "smiles": "COCCNCCOC.COCCNCCOC.COCCNCCOC.COCCNCCOC.COCCNCCOC.COCCNCCOC.CC(C)O", "homo_energy_ev": -8.336, "symbols": ["C", "O", "C", "C", "N", "C", "C", "O", "C", "H", "H", "H", "H", "H", "H", "H", "H", "H", "H", "H", "H", "H", "H", "H", "C", "O", "C", "C", "N", "C", "C", "O", "C", "H", "H", "H", "H", "H", "H", "H", "H", "H", "H", "H", "H", "H", "H", "H", "C", "O", "C", "C", "N", "C", "C", "O", "C", "H", "H", "H", "H", "H", "H", "H", "H", "H", "H", "H", "H", "H", "H", "H", "C", "O", "C", "C", "N", "C", "C", "O", "C", "H", "H", "H", "H", "H", "H", "H", "H", "H", "H", "H", "H", "H", "H", "H", "C", "O", "C", "C", "N", "C", "C", "O", "C", "H", "H", "H", "H", "H", "H", "H", "H", "H", "H", "H", "H", "H", "H", "H", "C", "O", "C", "C", "N", "C", "C", "O", "C", "H", "H", "H", "H", "H", "H", "H", "H", "H", "H", "H", "H", "H", "H", "H", "C", "C", "C", "O", "H", "H", "H", "H", "H", "H", "H", "H"], "positions_angstrom": [[-1.139, -1.134, 8.645], [-2.031, -2.218, 8.709], [-2.270, -2.640, 10.077], [-3.500, -2.189, 10.913], [-4.381, -3.284, 11.256], [-4.780, -3.364, 12.706], [-5.599, -2.114, 13.023], [-6.535, -1.858, 12.011], [-7.462, -0.874, 12.331], [-0.186, -1.159, 9.175], [-1.528, -0.140, 8.865], [-0.765, -1.018, 7.628], [-1.464, -2.369, 10.760], [-2.030, -3.697, 10.193], [-4.028, -1.325, 10.510], [-3.040, -1.738, 11.792], [-5.264, -3.047, 10.827], [-3.895, -3.382, 13.341], [-5.438, -4.193, 12.967], [-4.956, -1.235, 13.057], [-6.112, -2.196, 13.981], [-8.011, -0.702, 11.405], [-7.011, 0.008, 12.784], [-8.260, -1.149, 13.021], [9.752, -3.061, 8.662], [8.646, -3.682, 8.047], [8.779, -4.928, 7.437], [7.433, -5.289, 6.748], [7.036, -4.503, 5.578], [5.853, -3.684, 5.707], [6.027, -2.518, 4.702], [7.265, -1.803, 4.682], [7.461, -0.836, 3.746], [10.352, -3.664, 9.343], [9.206, -2.305, 9.227], [10.512, -2.532, 8.086], [9.108, -5.626, 8.208], [9.526, -4.914, 6.644], [6.651, -5.116, 7.487], [7.329, -6.326, 6.427], [7.828, -3.931, 5.321], [5.909, -3.206, 6.685], [4.931, -4.227, 5.500], [5.126, -1.905, 4.736], [6.053, -2.881, 3.675], [6.756, -0.007, 3.803], [7.225, -1.126, 2.722], [8.402, -0.292, 3.834], [1.045, 5.456, 6.209], [2.067, 5.639, 5.298], [2.061, 6.833, 4.517], [3.429, 7.059, 3.816], [4.444, 7.342, 4.842], [4.389, 8.602, 5.527], [4.831, 9.773, 4.662], [4.966, 11.054, 5.294], [4.478, 12.288, 4.656], [1.137, 6.322, 6.864], [1.167, 4.606, 6.882], [0.110, 5.136, 5.751], [2.016, 7.593, 5.297], [1.272, 6.918, 3.770], [3.571, 7.925, 3.170], [3.879, 6.121, 3.491], [4.683, 6.520, 5.378], [5.076, 8.554, 6.371], [3.413, 8.940, 5.876], [4.194, 9.837, 3.779], [5.877, 9.656, 4.377], [4.661, 12.355, 3.584], [4.717, 13.230, 5.148], [3.403, 12.153, 4.774], [2.054, -1.793, 6.314], [2.804, -0.586, 6.236], [3.349, -0.256, 7.566], [4.108, 1.110, 7.526], [3.393, 2.341, 7.334], [4.241, 3.482, 7.376], [5.088, 3.678, 6.125], [5.938, 4.745, 6.287], [6.732, 5.013, 5.158], [2.619, -2.701, 6.524], [1.509, -1.877, 5.374], [1.381, -1.715, 7.168], [4.060, -1.067, 7.722], [2.501, -0.254, 8.251], [4.852, 1.044, 6.733], [4.675, 1.246, 8.448], [2.894, 2.160, 6.474], [4.902, 3.381, 8.236], [3.576, 4.307, 7.634], [4.450, 3.703, 5.242], [5.787, 2.846, 6.033], [6.122, 5.536, 4.421], [7.235, 4.192, 4.647], [7.424, 5.803, 5.450], [10.030, 5.740, 3.073], [10.391, 6.436, 4.298], [10.685, 7.794, 4.259], [10.278, 8.492, 5.508], [10.602, 9.936, 5.499], [12.076, 10.205, 5.786], [12.135, 11.511, 6.453], [11.989, 12.628, 5.616], [13.149, 13.090, 4.888], [9.792, 4.713, 3.351], [10.767, 5.540, 2.295], [9.158, 6.121, 2.540], [10.108, 8.370, 3.536], [11.646, 8.086, 3.836], [10.767, 7.985, 6.340], [9.221, 8.325, 5.712], [9.952, 10.418, 6.103], [12.654, 10.287, 4.865], [12.290, 9.367, 6.450], [13.105, 11.720, 6.903], [11.518, 11.451, 7.350], [12.865, 14.035, 4.425], [13.397, 12.298, 4.181], [14.005, 13.286, 5.535], [4.237, -6.875, 8.311], [3.956, -5.518, 8.835], [2.951, -5.452, 9.894], [2.114, -4.135, 9.858], [2.922, -2.960, 10.024], [3.975, -2.986, 11.087], [4.574, -1.575, 11.182], [5.148, -1.122, 10.004], [6.257, -1.918, 9.547], [5.049, -6.913, 7.584], [3.346, -7.233, 7.795], [4.482, -7.601, 9.086], [3.370, -5.495, 10.899], [2.219, -6.239, 9.715], [1.227, -4.159, 10.492], [1.617, -4.040, 8.893], [3.262, -2.467, 9.211], [4.603, -3.819, 10.772], [3.680, -3.110, 12.129], [5.392, -1.414, 11.884], [3.774, -0.943, 11.568], [6.952, -2.323, 10.283], [6.779, -1.364, 8.767], [5.880, -2.858, 9.145], [7.279, 3.135, 10.787], [8.189, 2.035, 10.286], [8.369, 2.291, 8.833], [9.469, 2.143, 10.896], [6.293, 3.118, 10.324], [7.795, 4.076, 10.598], [7.179, 3.026, 11.867], [7.742, 1.070, 10.526], [7.422, 2.270, 8.294], [8.951, 1.486, 8.384], [8.823, 3.276, 8.720], [9.376, 2.897, 11.483]]}



{"formula": "C8H18F5NO5PS", "method": "the ωB97M-V functional and the def2-TZVPD basis", "homo_energy_ev": -12.209, "total_charge": 1, "symbols": ["C", "C", "O", "C", "N", "C", "C", "O", "P", "S", "O", "O", "C", "F", "F", "C", "F", "F", "F", "H", "H", "H", "H", "H", "H", "H", "H", "H", "H", "H", "H", "H", "H", "C", "O", "H", "H", "H", "H"], "positions_angstrom": [[0.719, -6.363, -0.298], [-0.159, -5.168, -1.058], [-1.462, -5.815, -1.410], [-0.333, -3.914, -0.006], [-1.440, -2.944, -0.359], [-0.902, -1.664, -0.994], [-0.906, -0.369, 0.018], [0.409, -0.050, 0.613], [0.209, 1.067, 1.940], [0.425, 3.134, 1.413], [-0.009, 3.389, -0.068], [-0.599, 3.956, 2.290], [2.109, 3.873, 1.760], [2.532, 3.844, 3.179], [2.011, 5.334, 1.387], [3.338, 3.263, 0.864], [4.005, 4.287, -0.019], [2.796, 2.103, 0.104], [4.430, 2.795, 1.795], [1.384, -5.812, 0.521], [-0.072, -7.049, 0.263], [1.354, -6.978, -1.067], [0.317, -4.853, -2.100], [-1.210, -6.390, -2.217], [0.733, -3.421, 0.105], [-0.561, -4.406, 1.058], [-1.895, -2.657, 0.559], [0.139, -1.838, -1.546], [-1.669, -1.401, -1.870], [-1.239, 0.563, -0.609], [-1.711, -0.495, 0.888], [1.132, 0.701, 2.990], [-1.146, 0.892, 2.476], [-2.285, 5.551, -2.063], [-2.030, 5.358, -0.683], [-3.046, 6.327, -2.178], [-1.367, 5.867, -2.563], [-2.650, 4.619, -2.501], [-1.352, 4.665, -0.613]]}



{"formula": "CH4NS3", "method": "the ωB97M-V functional and the def2-TZVPD basis", "relative_energy_kcal_mol": 24.2, "homo_energy_ev": [-12.811, -12.121], "total_charge": 1, "symbols": ["C", "N", "S", "S", "S", "H", "H", "H", "H"], "positions_angstrom": [[0.146, 0.046, 0.043], [1.598, -0.111, -0.051], [-0.831, -1.316, 0.024], [-3.021, -0.513, -0.025], [-3.574, 1.323, 0.005], [-0.227, 1.037, 0.233], [2.051, -0.215, 0.873], [2.024, 0.707, -0.510], [1.833, -0.959, -0.593]]}



{"formula": "C41H40F9N10O2PTi", "method": "the ωB97M-V functional and the def2-TZVPD basis", "homo_energy_ev": -12.460, "total_charge": 2, "symbols": ["Ti", "C", "N", "C", "N", "C", "N", "C", "C", "C", "C", "C", "C", "C", "N", "N", "C", "O", "C", "C", "C", "C", "C", "C", "N", "C", "N", "C", "N", "C", "H", "H", "H", "H", "H", "H", "H", "H", "H", "H", "H", "H", "H", "H", "H", "H", "C", "C", "C", "C", "C", "C", "C", "C", "H", "H", "H", "H", "H", "F", "C", "F", "F", "F", "P", "F", "F", "F", "F", "F", "N", "C", "C", "N", "C", "C", "H", "H", "H", "H", "H", "H", "H", "H", "H", "H", "H", "C", "C", "O", "C", "C", "C", "C", "C", "C", "H", "H", "H", "H", "H", "H", "H", "H"], "positions_angstrom": [[0.958, 1.637, 0.412], [-1.072, 2.354, -4.850], [-0.298, 2.455, -3.607], [-0.246, 1.622, -2.575], [0.641, 2.074, -1.693], [1.119, 3.217, -2.276], [0.554, 3.477, -3.421], [-0.458, 1.372, -5.814], [0.233, 1.792, -6.942], [0.794, 0.855, -7.804], [0.689, -0.500, -7.536], [0.007, -0.919, -6.397], [-0.576, 0.017, -5.553], [-0.104, -2.330, -6.049], [0.067, -3.387, -6.759], [-0.160, -4.467, -5.919], [-0.459, -3.979, -4.769], [-0.445, -2.621, -4.766], [-0.771, -4.647, -3.511], [-1.110, -5.994, -3.478], [-1.390, -6.591, -2.258], [-1.320, -5.856, -1.083], [-0.974, -4.509, -1.119], [-0.900, -3.726, 0.173], [-0.041, -2.554, 0.060], [-0.352, -1.270, 0.051], [0.750, -0.541, -0.148], [1.732, -1.494, -0.253], [1.285, -2.711, -0.130], [-0.705, -3.909, -2.334], [-1.096, 3.362, -5.256], [-2.086, 2.062, -4.577], [-0.833, 0.724, -2.485], [1.866, 3.851, -1.832], [0.334, 2.849, -7.154], [1.324, 1.188, -8.685], [1.132, -1.235, -8.194], [-1.138, -0.328, -4.694], [-1.150, -6.557, -4.400], [-1.654, -7.638, -2.221], [-1.524, -6.339, -0.135], [-0.485, -4.346, 0.968], [-1.884, -3.375, 0.490], [-1.344, -0.895, 0.231], [2.769, -1.282, -0.415], [-0.412, -2.869, -2.387], [-0.049, 0.798, 1.962], [-0.679, 0.357, 2.902], [-1.388, -0.190, 4.017], [-1.844, 0.647, 5.039], [-2.522, 0.109, 6.122], [-2.748, -1.259, 6.196], [-2.293, -2.096, 5.186], [-1.613, -1.567, 4.101], [-1.667, 1.712, 4.972], [-2.880, 0.760, 6.908], [-3.283, -1.673, 7.040], [-2.472, -3.162, 5.244], [-1.252, -2.217, 3.312], [2.918, 0.564, -1.685], [2.922, 1.268, -0.525], [3.779, 0.590, 0.298], [3.532, 2.427, -0.816], [2.239, 2.049, 1.899], [2.329, 3.816, 2.162], [1.688, 3.774, 0.583], [0.816, 3.684, 2.674], [3.767, 3.740, 1.537], [2.872, 3.528, 3.611], [2.295, 5.369, 2.218], [4.009, -0.784, 5.750], [3.080, -1.861, 5.257], [2.279, -1.321, 4.074], [3.100, -0.764, 3.020], [4.029, 0.233, 3.514], [4.908, -0.270, 4.653], [4.567, -1.132, 6.531], [3.455, -0.002, 6.110], [2.443, -2.157, 6.089], [3.712, -2.701, 4.970], [1.591, -0.541, 4.422], [1.660, -2.127, 3.681], [3.560, -1.473, 2.462], [3.456, 1.098, 3.863], [4.663, 0.589, 2.704], [5.529, 0.519, 5.075], [5.538, -1.108, 4.355], [-1.550, 4.899, 0.864], [-1.704, 3.492, 0.399], [-0.702, 2.764, 0.325], [-3.007, 2.958, 0.003], [-4.107, 3.802, -0.172], [-5.323, 3.276, -0.572], [-5.452, 1.910, -0.783], [-4.368, 1.060, -0.592], [-3.149, 1.581, -0.205], [-0.536, 5.071, 1.207], [-2.260, 5.114, 1.663], [-1.774, 5.579, 0.038], [-4.016, 4.867, -0.007], [-6.172, 3.929, -0.716], [-6.406, 1.503, -1.088], [-4.487, -0.006, -0.739], [-2.300, 0.938, -0.019]]}



{"formula": "C4H9O3", "method": "the ωB97M-V functional and the def2-TZVPD basis", "relative_energy_kcal_mol": 9.3, "multiplicity": 2, "homo_energy_ev": [-11.040, -10.973], "symbols": ["O", "C", "O", "C", "C", "C", "H", "H", "H", "H", "H", "H", "H", "H", "H", "O"], "positions_angstrom": [[0.791, -0.130, 1.322], [0.592, 0.838, 0.587], [1.173, 1.877, 0.356], [-0.894, 0.788, -0.214], [-1.876, -0.304, 0.151], [-2.339, -1.142, -1.056], [-0.626, 0.587, -1.263], [-1.204, 1.830, -0.200], [-2.743, 0.241, 0.557], [-1.421, -0.996, 0.879], [-3.170, -1.780, -0.768], [-2.831, -0.469, -1.779], [-1.465, -1.518, -1.595], [1.796, -0.944, 0.100], [1.763, -1.244, -1.281], [2.423, -1.295, -0.574]]}